# 1
Entry from the OMol25 dataset: C3H7NO2 in the gas phase (ωB97M-V/def2-TZVPD).

Each line ends with the Mulliken charge.
Geometry (Å):
O1 -1.0205 0.5558 -0.7173  -0.19
O2 0.6959 -0.3459 1.6182  -0.53
H1 0.4923 1.9663 -0.8526  0.28
H2 -0.4965 1.8947 0.6574  0.28
H3 -2.2106 -1.4718 -0.8758  0.22
N1 -1.2779 -1.5122 -1.2785  -0.18
H4 0.5073 -1.2131 1.2393  0.33
C1 -0.4494 -0.4818 -1.3503  -0.39
H5 -0.9138 -2.3878 -1.6074  0.27
C2 1.1417 0.5065 0.5809  -0.58
H6 1.7966 1.2503 1.0480  0.36
C3 0.0281 1.3170 -0.1021  -0.23
H7 1.7370 -0.0505 -0.1525  0.38

Calculated values
Lowest unoccupied orbital energy in eV: 0.95
Spin multiplicity: 1
HOMO level in eV: -8.6957

# 2
Entry from the OMol25 dataset: 3 unconnected molecules or ions with the total composition C29H48N3O3 (ωB97M-V/def2-TZVPD).

Each line ends with the Mulliken charge.
Geometry (Å):
H1 -1.5009 1.6487 -2.6592  -0.47
C1 2.7448 4.0355 -1.5116  -0.54
H2 -1.5276 3.9352 -3.7165  0.33
C2 6.8740 -0.8714 2.2994  -0.44
C3 -2.2881 -2.9166 1.6192  1.82
H3 3.6082 4.2232 -2.1366  0.40
H4 -3.3781 0.1844 -4.9639  0.34
H5 -1.3499 3.1911 -5.3061  0.41
H6 -4.6210 1.3976 -1.7328  0.39
H7 7.4356 2.8661 2.6287  0.35
H8 3.3676 0.5027 2.6392  0.37
C4 1.5927 4.1926 0.5684  -0.42
H9 6.6620 -1.9241 2.1706  0.36
H10 -1.3818 -0.9399 -1.2866  -0.10
H11 1.4155 -2.2676 0.8061  0.25
H12 3.5591 4.9858 0.2429  0.40
N1 6.2891 1.3920 1.7720  -0.47
C5 -4.6961 0.3045 -1.7387  -1.14
C6 -2.4264 -1.4017 1.8191  -2.67
C7 -1.1382 3.0630 -4.2444  -1.37
H13 -3.1927 1.2531 0.7651  0.63
C8 -0.9866 0.5940 1.5283  -1.93
C9 0.5659 3.1376 -1.1651  0.32
H14 1.4715 -1.9782 -0.9425  0.42
H15 2.1534 0.0860 3.8665  0.35
C10 -4.2501 -0.2225 -0.3757  -0.35
H16 -5.7462 0.0600 -1.9178  0.49
H17 -3.4882 -1.1864 1.9755  0.48
H18 8.5473 -1.1489 3.6208  0.37
H19 -0.8189 -4.4080 -1.2527  0.41
H20 -0.6391 1.3719 0.8410  0.55
C11 -3.8462 0.6782 -4.1019  -1.03
C12 6.0949 0.0801 1.6576  -0.29
C13 1.6419 3.3616 -2.0111  -0.43
H21 -4.3520 -3.4268 1.2386  0.42
H22 -1.4957 -3.2445 3.6032  0.43
H23 -2.8115 -0.3653 -2.5655  -0.39
C14 -1.7769 1.8016 -3.7115  0.99
H24 -4.8649 0.9529 -4.3871  0.41
O1 -0.5043 -4.3851 1.2154  -0.72
H25 -2.2833 -4.6631 2.9024  0.40
H26 -0.3108 2.6056 -1.5236  0.15
O2 -3.1863 1.9046 -3.8320  -0.41
C15 8.1318 0.9244 3.2296  -0.36
N2 0.5304 3.5394 0.1034  -0.33
C16 -0.9277 -1.0714 -0.3011  -1.06
C17 2.4101 0.0063 2.8092  -1.52
H27 8.9320 1.3119 3.8456  0.35
H28 -3.1827 -4.5915 0.5958  0.33
H29 1.5451 4.5073 1.6054  0.41
C18 -3.8499 -0.2380 -2.8886  0.58
H30 -0.0201 -0.4676 -0.3215  -0.15
H31 1.2217 1.6988 2.1967  0.26
H32 -5.0338 -0.0318 0.3606  0.38
N3 -0.9666 -3.2121 1.0203  0.78
C19 -0.4719 -2.5458 -0.2113  2.06
C20 1.3434 0.6369 1.9502  0.33
H33 -0.0542 3.0329 -4.1106  0.17
C21 -2.3337 -3.5803 2.9911  -1.88
H34 -4.1481 -1.3098 -0.4280  -0.13
H35 1.6215 0.5898 0.8860  0.15
H36 1.6124 3.0101 -3.0339  0.44
H37 -1.4224 0.9232 -4.2675  0.32
C22 7.9163 -0.4384 3.1027  -0.21
H38 2.5237 -1.0521 2.5689  0.36
H39 -4.2012 -1.2342 -3.1764  0.45
H40 -3.4597 -3.0556 -0.2357  0.29
H41 5.2700 -0.2268 1.0234  0.54
H42 -2.4694 0.9209 -0.7795  -0.50
O3 0.1174 -0.0502 2.1427  -0.31
C23 7.2934 1.7940 2.5475  -0.18
C24 -0.9552 -3.3412 -1.4332  -1.90
H43 -1.5857 1.0912 2.3042  0.44
C25 1.0547 -2.6187 -0.1612  -1.80
C26 -1.8516 -0.4224 0.7661  4.25
C27 -3.3836 -3.5291 0.7418  -1.79
H44 -3.2628 -3.3020 3.4927  0.39
H45 -2.0028 -3.1495 -1.6677  0.27
H46 1.4102 -3.6357 -0.3151  0.44
C28 -2.9390 0.4341 0.0833  -1.40
H47 -0.3633 -3.0545 -2.3053  0.49
H48 -1.9307 -1.1834 2.7660  0.47
C29 2.7203 4.4613 -0.1936  -0.47

Calculated values
Lowest unoccupied orbital energy (alpha / beta) in eV: 0.66 / 0.66
Spin multiplicity: 2
HOMO level (alpha / beta) in eV: -7.6064 / -9.0933

# 3
Entry from the OMol25 dataset: 2 unconnected molecules or ions with the total composition C2H10N2P (ωB97M-V/def2-TZVPD).

Each line ends with the Mulliken charge.
Geometry (Å):
H1 -1.7086 -0.4659 1.3974  0.40
H2 1.4351 -0.9544 -0.7539  0.15
H3 -1.7635 -1.3483 -0.0297  0.36
H4 -1.1593 2.1522 -0.6105  0.25
C1 1.9578 -0.4214 0.0880  -0.84
N1 -1.5369 1.3711 -0.0781  -0.47
H5 0.2769 -0.7374 -1.8028  0.14
C2 -0.5962 0.2961 -0.0483  -0.15
H6 2.8970 -0.1935 -0.3789  0.35
H7 -0.5066 -1.5320 0.9403  0.36
N2 -1.1812 -0.8180 0.5807  -0.18
H8 -2.4364 1.1241 -0.2160  0.19
H9 2.1663 -1.1451 0.8937  0.32
P1 0.9486 1.0473 0.6303  0.03
H10 1.2070 1.6251 -0.6120  0.08

Calculated values
Lowest unoccupied orbital energy (alpha / beta) in eV: -4.68 / -4.70
Spin multiplicity: 1
HOMO level (alpha / beta) in eV: -12.6829 / -13.6407
Net charge: +1

# 4
Entry from the OMol25 dataset: C3H5NO2S in the gas phase (ωB97M-V/def2-TZVPD).

Each line ends with the Mulliken charge.
Geometry (Å):
S1 -2.7232 -1.1126 -0.1699  -0.26
H1 3.0244 -0.7813 0.0987  0.28
C1 2.0739 -1.2236 -0.0823  -0.33
H2 -2.1227 1.5297 0.4847  0.33
H3 1.9314 -2.2030 -0.4998  0.32
H4 0.4462 1.4791 -0.7046  0.38
O1 -0.4308 1.8996 -0.5715  -0.51
C2 -1.1258 1.1215 0.3406  -0.24
O2 -0.1584 -1.0518 -0.2978  -0.11
N1 1.0463 -0.4266 0.0992  -0.41
C3 -1.3033 -0.3589 -0.0311  0.28
H5 -0.6581 1.1278 1.3337  0.26

Calculated values
Lowest unoccupied orbital energy in eV: -0.10
Structure (SMILES): C=NOC(=S)CO
Spin multiplicity: 1
HOMO level in eV: -8.9376

| no. | total energy (a.u.) |
| --- | --- |
| 1 | -323.66775 |
| 2 | -1523.69629 |
| 3 | -532.62577 |
| 4 | -720.63654 |